Here is a molecular structure, C29H53BInO2P2 from the OMol25 dataset. Energies are from the ωB97M-V functional and the def2-TZVPD basis.

Summary:
Total charge = +1
HOMO level (spin up / spin down) = -8.70 / -8.78 eV

Last column: Mulliken charge in e.
Cartesian coordinates (Å):
1 H 1.8913 -4.1262 1.2045  0.141
2 C 2.2182 -1.8492 3.9794  -1.401
3 C 2.4343 -0.6668 3.1292  0.395
4 C 0.7039 -4.6385 -0.5227  -0.896
5 H -0.6628 2.5426 3.3618  -0.004
6 C 1.0913 -2.2810 -1.3100  0.492
7 P -0.4655 0.7800 -4.4016  0.589
8 H -1.5568 -1.1303 -5.7041  0.531
9 C -1.6409 2.1563 3.0626  -1.835
10 H -0.3563 -4.6322 -0.8015  0.269
11 C -1.0465 -2.8791 1.3697  -0.537
12 C 0.9024 -4.5695 0.9926  -0.479
13 H 0.5556 -0.9706 0.4032  -0.178
14 H 1.1299 2.9123 1.0913  0.156
15 C 0.1018 -1.4889 -0.4556  1.157
16 H 4.1264 -2.5366 2.1224  0.386
17 H 2.7464 3.4242 1.5800  0.540
18 C -3.5210 2.5308 1.4491  -1.714
19 C -0.9439 5.0205 2.7274  -1.707
20 H -3.6587 -3.1851 -2.7470  0.369
21 H -0.7952 -4.0811 -3.4027  0.349
22 O -1.2834 2.0782 0.7298  0.060
23 H -1.0943 -3.5095 -5.0714  0.530
24 H 3.2577 1.8647 -0.4240  0.325
25 C -1.1889 -2.2093 0.0223  -0.549
26 H 0.7047 0.1748 5.0516  0.239
27 H -1.8663 -2.6990 2.0943  0.342
28 H 4.7328 1.7052 0.5453  0.291
29 C -0.1850 -3.8601 1.7505  -0.464
30 C 1.1272 -0.1659 -4.7822  -1.040
31 H -0.8423 0.7089 -6.8732  0.368
32 H 1.6117 1.7112 5.2177  0.229
33 H -2.3200 2.3968 3.9050  0.343
34 C 3.8332 1.1599 0.2011  -1.774
35 H 3.3377 -2.2907 0.5475  0.066
36 C 2.2576 1.4440 2.2090  1.178
37 C 1.1062 1.0347 4.5045  -1.187
38 H 1.1584 -5.5755 -0.8622  0.501
39 H 1.7474 0.5142 -5.4028  0.455
40 O -1.0232 4.3545 0.3135  -0.493
41 H 0.9801 -1.1018 -5.3580  0.361
42 C -1.6939 4.3311 1.5820  1.620
43 H 3.1082 -2.1212 4.5736  0.308
44 H -4.1410 -1.7909 -3.7469  0.400
45 H -1.5043 4.9598 3.6872  0.329
46 H 1.3932 -1.6754 4.6824  0.322
47 C -2.9564 5.1796 1.4768  -1.851
48 H -2.7162 6.2487 1.4312  0.452
49 H 1.4407 3.3474 2.7787  0.240
50 B -1.2464 3.0904 -0.2451  -0.238
51 C -3.3964 -2.5837 -3.6237  -1.332
52 H -4.0977 2.9132 2.3194  0.365
53 H -0.2270 -0.6208 -1.0488  -0.673
54 C -0.7267 -3.2097 -4.0778  -1.390
55 H -3.7111 1.4556 1.2463  0.373
56 C -0.5902 1.4833 -6.1325  -1.233
57 C -1.7230 -0.6104 -4.7332  -1.341
58 H 4.1693 0.3288 -0.4317  0.450
59 H 2.4006 -3.8800 -1.7323  0.281
60 H 1.7057 -0.4024 -3.8657  0.121
61 H -3.8723 3.0625 0.5351  0.310
62 C 3.1773 -0.6477 1.9279  0.916
63 H 0.2412 1.5824 4.1374  0.294
64 H 0.3802 1.9228 -6.4085  0.403
65 H 4.8678 -1.4648 0.9152  0.505
66 H -1.5212 -2.8938 -0.7890  0.103
67 H -0.8541 6.0976 2.5112  0.526
68 C 1.9005 0.6425 3.3299  0.538
69 C -2.0349 2.7784 1.7378  1.813
70 H -1.3552 2.2689 -6.1474  0.347
71 H -1.5639 1.0635 2.9778  0.470
72 H -0.3603 -4.2833 2.7605  0.371
73 H 1.9517 -2.7199 3.3621  0.141
74 H 0.3315 -2.9014 -4.1515  0.244
75 H -3.4137 -3.2331 -4.5073  0.388
76 H -2.7244 -0.1409 -4.7336  0.490
77 C 3.9077 -1.7852 1.3497  -1.482
78 H -3.5528 4.9737 0.5783  0.374
79 P -1.7459 -1.8190 -3.3401  0.854
80 In -1.7865 2.0574 -2.2472  0.790
81 H -3.6128 5.0795 2.3599  0.344
82 H 0.9244 -5.5805 1.4208  0.459
83 C 3.0810 0.6597 1.3648  -0.254
84 C 1.4548 -3.5698 -1.2271  -0.537
85 H -2.0188 -1.4829 0.0792  0.375
86 H 0.0847 4.6807 2.9037  0.184
87 C 1.8709 2.8510 1.9057  -1.246
88 H 1.4500 -1.7087 -2.1919  -0.324

Here is a molecular structure, C29H53CaN2O2P2 from the OMol25 dataset. Energies are from the ωB97M-V functional and the def2-TZVPD basis.

Summary:
Total charge = +1
HOMO level = -9.53 eV

Last column: Mulliken charge in e.
Cartesian coordinates (Å):
1 H -2.7092 4.0868 -1.0315  0.603
2 H -1.4249 4.9289 1.0691  0.471
3 C -1.7748 0.1401 -0.9620  -0.368
4 C 2.0097 0.2616 -3.9712  -0.732
5 H 5.4479 -3.5712 0.4848  0.532
6 H 0.3828 5.6132 -0.8737  0.329
7 H 3.2373 1.7626 1.3731  0.022
8 C -2.5931 -3.4168 -0.7637  -1.686
9 H -1.8518 -0.2820 1.9599  0.283
10 N 1.1528 -0.4148 -1.9205  1.643
11 C 1.2695 0.5166 -2.8275  -0.352
12 H 0.2203 4.3493 1.3982  0.322
13 C 4.0916 -2.0519 2.2984  -1.799
14 C -1.0870 -2.6405 -2.6017  -1.955
15 H 4.6665 -1.1852 2.6452  0.409
16 C 1.2954 -4.2976 1.7199  -1.404
17 H -1.9859 -2.9365 -3.1621  0.805
18 H -1.1282 -4.7975 2.8307  0.575
19 C 2.6520 -0.9499 -4.0864  -1.330
20 C 1.7193 -2.4581 -0.7136  -1.199
21 H 3.0109 3.5074 1.6821  0.460
22 H 3.7279 4.5001 -0.5190  0.527
23 H -0.4528 -5.0275 -2.5521  0.379
24 C 0.5985 1.8874 -2.5383  -1.422
25 H -1.3231 -5.5524 -1.1085  0.422
26 H 3.7927 -4.1786 0.4836  0.278
27 H -1.1243 -1.5591 -2.4631  -0.089
28 H 1.5524 -4.7425 0.7569  0.075
29 H 3.1086 -2.0081 2.7740  0.390
30 H 4.4303 -3.3217 -0.9369  0.233
31 H 2.4013 4.5617 -1.6865  0.381
32 C 4.9281 -0.9120 0.2269  -1.764
33 H 3.0859 0.9195 -0.9392  0.203
34 H 0.4523 -2.9255 3.7348  0.474
35 H -2.7892 -2.6306 -0.0329  0.224
36 O -1.2186 0.4560 1.9235  -0.598
37 H -1.1696 3.2445 1.5652  0.092
38 H 2.0824 1.0367 -4.7357  0.556
39 H -2.0388 2.7435 -1.9640  0.350
40 P 0.6023 2.3676 -0.7368  -1.312
41 C 0.0374 -3.4254 1.6682  2.396
42 H 4.3408 2.1401 -0.6838  0.617
43 H 1.0850 2.6731 -3.1541  0.666
44 H 5.9713 -1.1668 0.4532  0.509
45 C -0.2702 4.8993 -1.3962  -1.458
46 C -1.2175 -4.2866 1.8601  -1.856
47 C 4.0104 -2.0095 0.7520  2.346
48 H 0.3635 -5.0276 -0.9746  0.300
49 C 2.3498 2.8643 -0.2976  2.743
50 H 2.1682 -3.7348 2.0891  0.177
51 C 2.5652 2.6198 1.2293  -1.268
52 C 3.3281 1.9834 -1.0769  -1.948
53 C -1.1052 -3.4046 -1.2532  2.238
54 H -1.1889 5.4475 -1.6589  0.489
55 H 3.3324 2.2186 -2.1432  0.297
56 H 2.1197 -3.4568 -0.8945  1.358
57 H -0.9624 -2.0681 3.0874  0.312
58 Ca 0.1269 -0.0039 0.1363  2.332
59 H -0.4587 1.8459 -2.8383  0.537
60 H -0.2127 -2.9083 -3.1975  0.342
61 H 1.1261 -5.1254 2.4319  0.563
62 C -0.5863 -4.8353 -1.4671  -1.662
63 P -0.0805 -2.5491 0.0190  -0.578
64 H 4.5955 -2.9633 2.6158  0.353
65 C -0.6529 3.7014 -0.5268  2.266
66 H -2.4904 2.5027 -0.2630  0.253
67 H 4.6980 0.0502 0.7108  0.212
68 C 2.6437 4.3355 -0.6470  -1.835
69 O -2.8528 0.1430 -1.4040  -0.283
70 C 4.4225 -3.3457 0.1535  -1.887
71 C -0.7467 4.0729 0.9661  -1.318
72 H -2.1274 -3.6744 1.8991  0.314
73 C 2.5326 -1.5584 0.3983  0.095
74 H 4.8334 -0.7809 -0.8552  0.265
75 H 0.6789 -1.5238 2.6525  0.267
76 C 0.0572 -2.4089 2.8471  -1.787
77 H -3.2387 -3.2461 -1.6283  0.466
78 H 2.1341 5.0492 0.0118  0.346
79 C 1.7903 -1.5826 -1.9640  -0.401
80 H 3.2438 -1.1830 -4.9756  0.450
81 H 3.0799 -2.8573 -3.1076  0.504
82 H 0.2064 4.6002 -2.3287  0.227
83 H -1.7082 1.1922 1.6763  0.215
84 N 1.9891 -0.5700 0.8254  -0.888
85 C 2.5620 -1.8944 -3.0520  -0.355
86 H -1.3292 -5.0534 1.0920  0.274
87 H -2.8753 -4.3900 -0.3305  0.394
88 H 1.6233 2.3991 1.7624  0.238
89 C -2.0500 3.2049 -0.9794  -1.863

Here is 2 unconnected molecules or ions with the total composition C29H53F2IN4O3P from the OMol25 dataset. Energies are from the ωB97M-V functional and the def2-TZVPD basis.

Summary:
Total charge = +1
HOMO level = -8.95 eV

Last column: Mulliken charge in e.
Cartesian coordinates (Å):
1 H 0.8885 -5.1624 -2.7754  0.455
2 H -2.4478 3.4193 -1.4578  0.195
3 C -0.4220 -3.0973 3.7819  -1.649
4 H 0.5134 -2.8697 4.2983  0.481
5 H 1.8854 -3.7486 -2.9589  0.374
6 C -0.2174 3.0364 0.2935  -1.576
7 H -2.5021 -2.7604 -1.1824  0.492
8 P 1.2496 -1.1665 2.1996  0.009
9 H -4.1251 3.9675 -1.3785  0.417
10 H -0.0833 3.6895 3.1868  0.513
11 C -1.0787 -2.0359 1.0212  -1.953
12 C -1.6022 -2.1870 -1.4026  -0.962
13 C 0.7288 -2.1683 -5.3885  -0.685
14 H -0.2605 -2.7597 0.8909  1.193
15 H 1.7306 -1.3276 0.1163  0.326
16 C 1.0177 -4.2600 -3.3884  -1.743
17 H -1.9293 2.9657 2.4457  0.691
18 H -0.1697 -3.6866 2.9046  0.290
19 H 2.3664 1.1844 -7.9867  0.376
20 H -3.4269 2.2857 3.0345  0.301
21 H -0.7012 -4.1539 -1.3144  0.467
22 H 0.2505 3.4588 -0.6029  0.433
23 C -1.2869 0.3522 2.1348  -2.404
24 H 0.2479 -2.9880 -5.9246  0.483
25 N -1.2252 -1.2970 -0.2579  0.911
26 H -0.4891 -6.7732 5.9183  0.280
27 C 2.3254 0.1396 -7.6492  -1.277
28 H 2.0712 6.1524 4.3071  0.362
29 O -4.5756 1.6510 -0.5722  -0.519
30 C -2.2822 -0.2644 -0.0622  -2.348
31 N 1.3312 -5.5153 3.6830  -0.404
32 H -2.9999 4.3479 -0.0851  0.360
33 F -2.1935 -2.7619 1.2472  -0.429
34 C -1.7937 0.9442 0.7876  2.658
35 C 0.5619 -0.8663 -6.1782  -0.921
36 N 1.9142 4.2386 3.3153  0.156
37 C 0.9321 3.0241 1.3543  0.992
38 H -0.9827 -7.5267 4.3905  0.274
39 C 0.6895 -6.2625 4.2562  0.449
40 H 4.9808 5.0002 3.2927  0.356
41 H -0.9802 3.7574 0.5828  0.345
42 H -3.5249 3.5778 1.8707  0.475
43 H -1.0074 -3.6838 4.4919  0.411
44 H -0.9268 -1.5520 -4.1779  0.200
45 N -3.0248 1.6990 1.0550  0.075
46 C -0.6546 -1.0850 2.1419  2.446
47 I 2.0526 0.4530 3.8379  0.022
48 H -0.3010 -0.9236 -0.5002  0.085
49 H -2.2109 -1.8781 3.4800  0.727
50 F -0.8568 -0.9366 4.5458  -0.398
51 H 0.4721 -2.8472 -1.2934  0.318
52 H -2.5929 0.0484 -1.0592  0.747
53 O 2.7180 5.8497 1.8461  -0.473
54 C 2.0057 0.9018 -5.1381  -0.989
55 C -0.7177 1.6391 -0.0975  -1.007
56 H 4.2786 3.3954 3.1950  0.237
57 C -0.1300 -7.2255 4.9959  -0.895
58 C -0.4711 -3.1804 -1.7599  -1.041
59 H 1.2040 1.6328 -4.9958  0.260
60 H 2.9219 1.4741 -5.3106  0.385
61 C -0.2514 -3.3728 -3.2629  0.618
62 C 1.6028 0.0503 -6.3155  0.516
63 C 2.9372 4.9261 2.5431  0.570
64 C -2.9414 2.6973 2.1422  -1.581
65 H 0.4634 -8.1047 5.2380  0.329
66 C -3.3015 3.5694 -0.7903  -1.140
67 C 0.0443 -2.0353 -3.9957  -0.100
68 C -3.6694 2.2518 -0.1215  0.724
69 H -1.1638 1.7269 -1.0978  0.730
70 H -2.0973 0.3269 2.8682  0.740
71 C 0.7093 3.9977 2.4969  -1.593
72 H 1.1883 -4.6068 -4.4056  0.434
73 H -3.1827 -0.6444 0.4250  0.078
74 H 1.0618 1.9866 1.6644  -0.708
75 H 4.7421 4.1579 1.6847  0.331
76 H 1.7854 -2.3790 -5.2307  0.444
77 H 1.8654 3.3046 0.8549  0.688
78 H 1.7710 -0.4570 -8.3743  0.380
79 H 2.0522 0.3249 -4.2032  0.190
80 H 1.6757 4.8202 5.3832  0.301
81 C -1.1249 -1.7724 3.4723  -0.097
82 H -1.0527 -3.9629 -3.7190  0.372
83 H 0.4607 5.5119 4.2725  0.319
84 H 0.6092 -1.4019 -3.2979  -0.142
85 C 4.3464 4.3582 2.6808  -1.157
86 H -1.8399 -1.5862 -2.2800  0.528
87 H -0.5451 1.0231 2.5754  0.128
88 O 1.8002 -0.5636 0.7107  -0.558
89 H -0.4388 -0.6929 -6.5807  0.390
90 H 3.3163 -0.2996 -7.5177  0.300
91 H 0.3729 4.9735 2.1000  0.398
92 H 0.1804 1.0242 -0.2515  0.149
93 C 1.5073 5.2187 4.3804  -0.932

Q: Which DFT total energy values were calculated for the entries above? A: -2184.612192, -2756.888229, -2419.933970, in hartree.